# 1
Computed, not measured: C27H28AsN3O5S4Ti as an isolated structure, with ωB97M-V/def2-TZVPD.

The calculation puts the LUMO energy (alpha / beta) at 0.1454 / 0.1449 Eh. For the total energy, the calculation gives -6264.37226 Eh. Its spin multiplicity is 3. As for the energy above the lowest of the compared OMol25 structures with the same formula, charge and spin: 0.0 kcal/mol. The total charge is -2. The value obtained for the gap between HOMO and LUMO (alpha / beta) is 4.55 / 6.16 eV. The calculation puts the HOMO energy (alpha / beta) at -0.592 / -2.214 eV.

The geometry in XYZ format:
```
69
Properties=species:S:1:pos:R:3:mulliken_charge:R:1
Ti -0.671 -1.460 1.096 0.60
S -2.257 0.731 3.677 -0.53
S -0.985 -0.862 3.750 -0.16
S -2.039 -2.634 3.918 -0.18
S -2.340 -3.145 1.930 -0.39
O 5.373 -5.235 1.401 -0.76
C 4.528 -5.264 0.485 0.48
O 4.548 -5.850 -0.613 -0.75
C 3.242 -4.442 0.761 0.35
C 3.153 -3.625 1.883 -1.03
C 2.042 -2.828 2.061 -0.23
N 1.035 -2.803 1.184 0.24
C 1.097 -3.607 0.108 0.63
C 2.176 -4.441 -0.128 -0.91
C -0.029 -3.443 -0.884 0.32
O -0.153 -4.216 -1.815 -0.73
O -0.789 -2.406 -0.664 -0.23
H 3.978 -3.616 2.582 0.47
H 1.940 -2.165 2.913 0.42
H 2.211 -5.055 -1.016 0.58
C 2.793 3.722 -0.446 -1.13
N 2.547 2.851 0.695 0.12
N 1.991 1.613 0.241 0.59
C 0.941 1.287 1.153 -0.60
O 0.378 0.125 1.087 0.54
C 0.717 2.376 1.979 -0.14
C 1.637 3.351 1.670 0.23
C 1.930 4.641 2.344 -1.60
C 2.937 0.600 -0.090 -0.50
C 4.250 0.633 0.371 0.15
C 5.131 -0.385 0.027 -0.71
C 4.720 -1.437 -0.777 -0.52
C 3.415 -1.452 -1.253 -0.47
C 2.527 -0.444 -0.918 -0.27
H 3.503 3.236 -1.115 0.31
H 3.233 4.653 -0.088 0.41
H 1.868 3.940 -0.997 0.26
H -0.040 2.388 2.749 0.30
H 1.273 4.761 3.206 0.40
H 1.784 5.512 1.695 0.28
H 2.969 4.674 2.698 0.29
H 4.560 1.451 1.007 0.44
H 6.144 -0.363 0.410 0.35
H 5.394 -2.251 -1.012 0.40
H 3.084 -2.266 -1.884 0.43
H 1.507 -0.463 -1.286 0.32
C -4.603 0.032 0.934 -1.16
As -2.772 0.107 0.278 0.59
C -2.458 2.028 0.176 -1.25
C -3.074 -0.334 -1.644 -1.61
C -4.073 0.520 -2.342 0.58
C -5.427 0.178 -2.364 -0.35
C -6.365 0.992 -2.982 -0.59
C -5.972 2.172 -3.597 -0.41
C -4.629 2.525 -3.588 -0.65
C -3.694 1.709 -2.969 -0.30
H -5.254 0.699 0.369 0.40
H -4.568 0.314 1.984 0.34
H -4.952 -0.998 0.858 0.32
H -3.268 2.548 -0.337 0.49
H -1.512 2.207 -0.337 0.28
H -2.367 2.378 1.202 0.31
H -3.363 -1.386 -1.647 0.60
H -2.091 -0.280 -2.113 0.52
H -5.742 -0.742 -1.885 0.37
H -7.409 0.701 -2.983 0.36
H -6.702 2.809 -4.081 0.36
H -4.307 3.443 -4.066 0.37
H -2.648 1.993 -2.964 0.36
```

# 2
Computed, not measured: C27H28BrClCrN6O11 as an isolated structure at a distorted geometry, with ωB97M-V/def2-TZVPD.

The calculation puts the LUMO energy (alpha / beta) at 0.0743 / 0.0744 Eh. For the total energy, the calculation gives -6280.89918 Eh. Its spin multiplicity is 4. As for the energy above the lowest of the compared OMol25 structures with the same formula, charge and spin: 12.4 kcal/mol. The total charge is -1. The value obtained for the gap between HOMO and LUMO (alpha / beta) is 8.55 / 8.57 eV. The calculation puts the HOMO energy (alpha / beta) at -6.525 / -6.541 eV.

The geometry in XYZ format:
```
75
Properties=species:S:1:pos:R:3:mulliken_charge:R:1
Cr -0.055 0.374 -0.215 0.76
O -4.112 2.422 -3.832 -0.58
C -4.092 3.257 -2.812 0.46
O -4.822 4.222 -2.761 -0.64
C -3.124 2.999 -1.725 -0.48
C -2.867 3.808 -0.631 0.40
Cl -3.730 5.153 -0.070 -0.15
N -1.833 3.279 0.083 -0.43
N -1.408 2.146 -0.503 1.42
C -2.161 1.956 -1.576 -0.40
C -1.871 0.724 -2.381 1.35
O -2.455 0.507 -3.432 -0.91
O -0.967 -0.031 -1.888 -0.02
C -1.138 3.868 1.199 0.33
C -0.803 5.217 1.137 -0.22
C -0.229 5.810 2.257 -0.81
C 0.026 5.029 3.366 -0.47
C -0.274 3.677 3.390 -0.81
C -0.854 3.081 2.285 -0.02
H -3.472 1.643 -3.738 0.43
H -0.972 5.799 0.226 0.51
H 0.028 6.863 2.178 0.35
H 0.509 5.468 4.221 0.39
H -0.001 3.081 4.249 0.43
H -1.126 2.018 2.304 0.14
N 3.561 0.065 -0.590 -0.24
C 3.631 1.369 -1.211 -0.61
C 2.240 2.008 -1.493 0.50
O 2.198 3.140 -1.905 -0.73
O 1.226 1.268 -1.288 -0.44
H 2.976 0.073 0.248 -0.24
H 4.459 -0.281 -0.310 0.27
H 4.128 1.284 -2.182 0.33
H 4.149 2.129 -0.607 0.33
C -3.526 -0.415 2.077 -1.52
C -2.716 -0.583 0.810 0.60
O -3.169 -1.042 -0.219 -0.63
O -1.494 -0.214 0.996 -0.41
H -4.468 -0.957 1.959 0.38
H -3.763 0.638 2.185 0.26
H -2.948 -0.765 2.945 0.27
Br 2.730 -4.709 1.095 -0.18
C 2.830 -3.228 2.282 -0.71
C 3.441 -3.329 3.513 -0.08
N 3.457 -2.312 4.379 -0.66
C 2.789 -1.198 4.050 -0.40
C 2.171 -1.016 2.833 -0.31
C 2.225 -2.032 1.898 1.19
C 1.433 0.314 2.579 0.16
O 1.268 1.045 3.538 -0.69
O 1.148 0.547 1.357 -0.34
H 3.931 -4.255 3.815 0.36
H 2.762 -0.367 4.748 0.52
H 1.799 -1.905 0.934 0.21
C 1.636 -1.337 -3.086 -1.23
N 0.855 -2.443 -2.524 0.42
C 0.670 -3.571 -3.421 -0.71
C -0.539 -4.385 -3.024 -0.80
C -0.503 -4.699 -1.539 -0.64
N -0.358 -3.450 -0.800 0.49
C -0.872 -3.423 0.565 -1.11
C 0.384 -2.429 -1.274 -0.42
O 0.643 -1.467 -0.491 0.97
H 2.529 -1.717 -3.568 0.52
H 1.903 -0.671 -2.276 0.01
H 1.023 -0.791 -3.807 0.31
H 1.581 -4.195 -3.427 0.30
H 0.529 -3.202 -4.427 0.42
H -0.606 -5.284 -3.646 0.39
H -1.445 -3.807 -3.207 0.33
H 0.326 -5.390 -1.299 0.23
H -1.440 -5.172 -1.217 0.42
H -0.511 -4.288 1.103 0.40
H -1.954 -3.389 0.545 0.38
H -0.513 -2.533 1.055 0.09
```

# 3
Computed, not measured: C27H28MnN2O5Te as an isolated structure at a distorted geometry, with ωB97M-V/def2-TZVPD.

The calculation puts the LUMO energy (alpha / beta) at -0.0006 / -0.0063 Eh. For the total energy, the calculation gives -2950.43097 Eh. Its spin multiplicity is 6. The total charge is 0. The value obtained for the gap between HOMO and LUMO (alpha / beta) is 8.46 / 9.00 eV. The calculation puts the HOMO energy (alpha / beta) at -8.479 / -9.168 eV.

The geometry in XYZ format:
```
64
Properties=species:S:1:pos:R:3:mulliken_charge:R:1
Mn 12.426 8.939 12.668 0.42
O 14.704 12.100 11.409 -0.71
C 14.184 11.079 11.850 0.40
O 13.031 10.939 12.346 -0.90
C 15.033 9.817 11.821 0.85
C 16.334 9.668 11.329 -0.48
C 16.946 8.423 11.391 -0.63
C 16.200 7.320 11.794 -0.52
C 14.951 7.558 12.309 0.57
N 14.413 8.751 12.328 -0.21
C 14.028 6.479 12.880 0.32
O 14.490 5.399 13.089 -0.67
O 12.841 6.870 13.053 -0.64
H 16.891 10.549 11.073 0.60
H 17.934 8.400 11.010 0.49
H 16.372 6.250 11.736 0.51
C 9.758 7.266 12.669 -1.36
C 9.653 8.483 11.698 0.91
O 8.731 8.399 10.870 -0.58
N 10.579 9.502 11.883 -0.07
Te 10.748 11.169 10.783 0.97
C 9.083 11.406 9.489 0.24
C 9.072 11.488 8.097 1.20
C 10.267 11.143 7.203 -1.53
C 8.006 12.034 7.500 -0.76
C 6.859 12.428 8.153 0.72
C 5.822 13.147 7.397 -1.50
C 6.762 12.163 9.493 -1.19
C 7.891 11.652 10.173 0.80
C 7.862 11.511 11.636 -1.84
C 12.343 10.632 9.567 1.15
C 12.706 9.309 9.190 0.77
C 11.845 8.103 9.450 -1.46
C 13.890 9.134 8.538 -1.09
C 14.716 10.217 8.170 0.47
C 15.997 9.980 7.461 -1.78
C 14.232 11.474 8.438 -0.50
C 13.086 11.701 9.159 0.61
C 12.775 13.125 9.493 -2.31
H 10.482 6.585 12.233 0.25
H 8.836 6.729 12.774 0.45
H 10.315 7.543 13.632 0.19
H 9.850 10.735 6.249 0.51
H 10.925 10.420 7.675 0.16
H 10.805 12.045 6.889 0.34
H 8.066 12.255 6.451 0.47
H 5.592 12.646 6.440 0.35
H 6.088 14.149 7.059 0.31
H 4.864 13.258 7.954 0.34
H 5.882 12.357 10.022 0.48
H 7.025 12.039 12.122 0.42
H 8.754 11.873 12.191 0.24
H 7.831 10.456 11.823 0.35
H 10.777 8.294 9.391 0.27
H 12.088 7.626 10.440 0.14
H 12.030 7.222 8.746 0.43
H 14.332 8.182 8.450 0.44
H 15.995 10.190 6.401 0.36
H 16.310 8.921 7.611 0.36
H 16.755 10.605 7.890 0.43
H 14.879 12.404 8.240 0.11
H 13.450 13.746 8.973 0.55
H 13.058 13.235 10.537 0.41
H 11.756 13.494 9.338 0.35
```

# 4
Computed, not measured: C27H28N2O4P2PbS as an isolated structure at a distorted geometry, with ωB97M-V/def2-TZVPD.

The calculation puts the LUMO energy at -0.3174 Eh. For the total energy, the calculation gives -2729.21526 Eh. The total charge is +2. The value obtained for the gap between HOMO and LUMO is 3.77 eV. The calculation puts the HOMO energy at -12.410 eV.

The geometry in XYZ format:
```
65
Properties=species:S:1:pos:R:3:mulliken_charge:R:1
C -2.624 2.362 -3.248 -0.57
C -2.260 1.049 -2.942 0.16
C -0.884 0.660 -3.032 0.02
C 0.156 1.688 -3.097 0.83
C -0.295 3.035 -2.976 -1.12
C -1.630 3.366 -3.234 -0.54
C 1.499 1.252 -3.015 -0.55
C 1.802 -0.120 -2.812 0.77
C 0.682 -1.051 -2.747 -0.04
C 0.898 -2.411 -2.339 0.33
C 2.199 -2.913 -2.339 -0.64
C 3.281 -2.015 -2.350 -0.61
C 3.065 -0.632 -2.401 -0.95
H -3.665 2.624 -3.409 0.44
H 0.416 3.804 -2.666 0.43
H -1.926 4.405 -3.371 0.42
H 2.263 1.978 -2.764 0.44
H 2.365 -3.988 -2.267 0.43
H 4.300 -2.415 -2.259 0.41
H 3.849 0.054 -2.099 0.47
N -0.589 -0.627 -2.811 -0.29
Pb -1.230 0.414 2.072 1.14
C -3.234 0.089 -2.296 -1.24
H -3.052 -0.933 -2.646 0.43
H -4.255 0.423 -2.464 0.74
C -0.270 -3.184 -1.766 -1.37
H -1.136 -3.105 -2.436 0.41
H 0.026 -4.213 -1.585 0.74
P -3.000 0.033 -0.419 0.67
P -0.827 -2.467 -0.102 1.00
C 0.624 -3.008 0.883 -1.21
H 0.342 -3.064 1.944 0.42
H 0.956 -4.002 0.548 0.45
H 1.449 -2.285 0.778 0.17
C -1.969 -3.811 0.403 -1.42
H -1.507 -4.793 0.261 0.44
H -2.215 -3.675 1.462 0.35
H -2.900 -3.754 -0.177 0.39
C -3.612 1.723 -0.020 -1.49
H -4.503 1.950 -0.621 0.40
H -3.871 1.790 1.051 0.54
H -2.825 2.460 -0.236 0.42
C -4.505 -0.887 0.074 -1.24
H -4.595 -0.859 1.168 0.34
H -5.396 -0.426 -0.366 0.45
H -4.434 -1.934 -0.240 0.31
C -1.215 -1.282 4.112 0.11
O -1.450 -1.748 5.128 -0.08
H 0.533 0.673 0.978 0.16
O 2.865 -0.435 0.935 -0.54
C 2.550 0.564 1.604 0.53
N 1.320 1.202 1.447 0.20
S 1.257 2.851 1.861 1.11
O 1.625 3.669 0.748 -0.54
O -0.071 2.974 2.485 -0.68
C 2.558 2.517 3.019 0.65
C 2.740 3.115 4.276 -0.68
C 3.574 2.505 5.236 -0.58
C 4.217 1.301 4.897 -0.41
C 4.053 0.704 3.648 -0.85
C 3.189 1.322 2.699 0.12
H 2.215 4.021 4.538 0.46
H 3.697 2.914 6.231 0.45
H 4.851 0.798 5.663 0.37
H 4.531 -0.254 3.406 0.49
```